{"formula": "C12H13Br3O3", "method": "the ωB97M-V functional and the def2-TZVPD basis", "species": ["O", "C", "C", "C", "Br", "C", "C", "C", "C", "C", "C", "O", "C", "O", "C", "Br", "Br", "C", "H", "H", "H", "H", "H", "H", "H", "H", "H", "H", "H", "H", "H"], "coordinates": [[1.2788, 0.0473, 3.0889], [1.1506, -0.5693, 2.0645], [1.0245, -2.0757, 2.1567], [0.1214, -2.3564, 0.9836], [-1.0886, -3.7457, 1.4991], [-0.6845, -1.1186, 0.6992], [-1.4699, -1.1716, -0.5290], [-2.0521, 0.1814, -1.0272], [-1.1144, 0.9427, -1.9063], [0.4117, 1.1697, -1.3956], [1.1147, 0.2635, -0.3361], [2.3359, 0.9963, 0.0084], [2.0261, 2.2793, -0.0496], [2.5724, 3.2179, 0.4603], [0.8092, 2.4945, -0.9629], [1.1821, 3.5850, -2.5781], [-0.5950, 3.4794, 0.1651], [0.3101, 0.0484, 0.9413], [0.5660, -2.2266, 3.1952], [1.8546, -2.7137, 2.1163], [0.6247, -2.6004, 0.0457], [-1.4337, -1.0344, 1.4780], [-2.3605, -1.8048, -0.2909], [-0.8723, -1.5957, -1.2237], [-2.3019, 0.7873, -0.2052], [-3.0483, 0.0099, -1.5315], [-1.5289, 1.8442, -2.1562], [-1.0368, 0.4002, -2.8058], [1.0798, 0.9794, -2.2490], [1.3001, -0.6851, -0.8566], [-0.1758, 0.9715, 1.2013]], "lowdin_charge": [0.13, -0.32, -0.13, -0.68, 0.79, -0.38, -0.17, -0.16, -0.13, -0.33, -0.17, 0.11, -0.59, 0.12, -0.96, 0.75, 0.73, -0.12, 0.15, 0.11, 0.11, 0.14, 0.12, 0.09, 0.08, 0.14, 0.06, 0.10, 0.13, 0.17, 0.11], "homo_lumo_gap_ev": 9.68, "e_above_lowest_ev": 1.590, "smiles": "O=C1C[C@@H](Br)[C@@H]2CCC[C@@H]3[C@@H](OC(=O)C3(Br)Br)[C@H]12", "charge": 0}

***

{"formula": "C12H13BrMnO2", "method": "the ωB97M-V functional and the def2-TZVPD basis", "species": ["C", "C", "C", "H", "C", "C", "H", "H", "H", "H", "Mn", "Br", "C", "C", "C", "H", "C", "C", "H", "H", "H", "H", "C", "O", "C", "O", "H", "H", "H"], "coordinates": [[-0.9167, -1.0509, -1.8485], [-1.3797, -2.1891, -1.0629], [-2.3930, -1.6959, -0.0938], [-0.8914, -3.1496, -1.1280], [-2.4140, -0.1927, -0.2538], [-1.5617, 0.1166, -1.4106], [-1.4045, 1.0902, -1.8743], [-0.2304, -1.0523, -2.6704], [-2.9127, -2.2642, 0.6967], [-3.0468, 0.5854, 0.2130], [-0.5800, -0.8964, 0.3781], [1.2516, -2.4220, 1.0636], [2.7351, 0.9776, -0.2526], [1.8470, 1.7633, -1.0782], [1.9706, 1.2615, -2.4131], [0.9030, 2.1671, -0.6860], [2.9878, 0.2422, -2.4315], [3.4698, 0.0870, -1.0743], [4.0542, -0.7674, -0.6989], [2.6118, 0.8988, 0.8295], [1.2641, 1.4836, -3.1989], [3.2152, -0.4063, -3.2956], [-1.6235, 0.7384, 3.8330], [-1.7355, 0.3824, 2.4264], [-0.6430, 0.5318, 1.6506], [0.2855, 1.3076, 1.8477], [-0.7892, 0.2411, 4.3249], [-2.5560, 0.3990, 4.2753], [-1.5177, 1.8132, 3.9324]], "lowdin_charge": [-0.18, -0.24, -0.20, 0.07, -0.23, -0.18, 0.10, 0.09, 0.09, 0.10, 0.37, -0.14, -0.24, -0.23, -0.26, 0.05, -0.23, -0.24, 0.05, 0.05, 0.03, 0.03, -0.08, -0.16, -0.58, -0.02, 0.08, 0.06, 0.07], "homo_lumo_gap_ev": [4.34, 4.86], "spin_multiplicity": 6, "e_above_lowest_ev": 0.000, "charge": -2}

***

{"formula": "C12H13BrO2Sn", "method": "the ωB97M-V functional and the def2-TZVPD basis", "species": ["C", "C", "C", "H", "C", "C", "H", "H", "H", "H", "Sn", "Br", "C", "C", "C", "H", "C", "C", "H", "H", "H", "H", "C", "C", "O", "O", "H", "H", "H"], "coordinates": [[0.8930, 0.8884, 1.4404], [-0.3057, 1.4279, 2.0462], [-0.7483, 0.5152, 3.0240], [-0.7881, 2.3668, 1.7585], [0.1776, -0.5866, 3.0746], [1.2069, -0.3545, 2.1395], [2.0700, -0.9947, 1.9237], [1.5874, 1.4200, 0.7864], [-1.6345, 0.6397, 3.6565], [0.1392, -1.4087, 3.7781], [0.0407, 0.2224, -0.9347], [0.2164, 2.6795, -1.5592], [1.0802, -1.5663, -2.8403], [2.1888, -2.0379, -2.0998], [3.0344, -0.9234, -1.7776], [2.4120, -3.0850, -1.8674], [2.4544, 0.2506, -2.3020], [1.2272, -0.1206, -2.9800], [0.6182, 0.5310, -3.6098], [0.2775, -2.1530, -3.2880], [3.9960, -0.9822, -1.2578], [2.8533, 1.2661, -2.2664], [-3.8286, 0.5643, 0.7150], [-2.6075, -0.0927, 0.1029], [-1.9871, -0.9978, 0.6974], [-2.1680, 0.4038, -1.0362], [-3.9593, 0.1983, 1.7484], [-4.7147, 0.2679, 0.1376], [-3.7315, 1.6615, 0.7900]], "lowdin_charge": [-0.25, -0.15, -0.07, 0.10, -0.08, -0.12, 0.10, 0.05, 0.11, 0.10, 1.20, 0.14, -0.17, -0.14, -0.12, 0.10, -0.23, -0.32, 0.09, 0.11, 0.10, 0.09, 0.00, -0.68, -0.03, -0.21, 0.08, 0.09, 0.09], "homo_lumo_gap_ev": [5.96, 5.95], "charge": 0}

***

{"formula": "C12H13CaF12N4O21S4", "method": "the ωB97M-V functional and the def2-TZVPD basis", "species": ["Ca", "C", "F", "F", "F", "S", "O", "O", "N", "S", "O", "O", "C", "F", "F", "F", "C", "F", "F", "F", "S", "O", "O", "N", "S", "O", "O", "C", "F", "F", "F", "O", "H", "N", "O", "O", "O", "N", "O", "O", "O", "C", "C", "C", "O", "C", "O", "O", "H", "H", "H", "H", "H", "H", "C", "C", "C", "O", "C", "O", "O", "H", "H", "H", "H", "H", "H"], "coordinates": [[13.0096, -19.0943, 10.5405], [17.2400, -20.6753, 8.9064], [16.8112, -21.4159, 9.9465], [18.0258, -19.7377, 9.3853], [17.8251, -21.5077, 8.0585], [15.6780, -19.8497, 8.2000], [14.9855, -19.2671, 9.3336], [16.2615, -18.8771, 7.2940], [14.6263, -21.0345, 7.5731], [14.9984, -21.2702, 6.0207], [16.4174, -21.2482, 5.6502], [14.2545, -22.4449, 5.6500], [14.0274, -19.8445, 5.0860], [14.6734, -18.6975, 4.9147], [13.7130, -20.3331, 3.8748], [12.8691, -19.6006, 5.7084], [12.7477, -18.7668, 14.7541], [12.7616, -19.2637, 16.0046], [11.5703, -19.0205, 14.2105], [12.8642, -17.4362, 14.9000], [14.2263, -19.5138, 13.7698], [15.3587, -19.5926, 14.6629], [13.6850, -20.7933, 13.3702], [14.2702, -18.4853, 12.3775], [15.6480, -17.6688, 12.7932], [15.6066, -16.9291, 14.0297], [16.8601, -18.3546, 12.3970], [15.5143, -16.2346, 11.5691], [15.7638, -16.7056, 10.3422], [14.3484, -15.5785, 11.5878], [16.4633, -15.2752, 11.7636], [13.8043, -21.2941, 10.6311], [14.7292, -21.0392, 10.6834], [10.3852, -21.3910, 12.0171], [11.2059, -20.4181, 11.8117], [9.2415, -21.1310, 12.4246], [10.8405, -22.5443, 11.9303], [10.9103, -20.8639, 8.2115], [11.6457, -19.9331, 8.6678], [11.3607, -22.0248, 8.2668], [9.7816, -20.6268, 7.7365], [10.1752, -12.9972, 11.9916], [9.9374, -14.4400, 12.3676], [8.8091, -15.0160, 11.5046], [9.3988, -16.0575, 10.7466], [10.6683, -16.2446, 11.1766], [11.1945, -17.3125, 11.1630], [11.0427, -15.2551, 12.0057], [9.3919, -12.3200, 12.3469], [10.2596, -12.8126, 10.9231], [11.0210, -12.6545, 12.5937], [9.7140, -14.6606, 13.4111], [8.2723, -14.3203, 10.8568], [8.0769, -15.6241, 12.0493], [11.7211, -13.6907, 6.8809], [11.5172, -15.2271, 6.8872], [12.5502, -15.9700, 6.0307], [13.3914, -16.5931, 6.9665], [12.8733, -16.4680, 8.1981], [13.2028, -17.1184, 9.1263], [11.8096, -15.5976, 8.2221], [11.8625, -13.2794, 5.8791], [12.6088, -13.4052, 7.4489], [10.9145, -13.1672, 7.3976], [10.5234, -15.4732, 6.5161], [13.2136, -15.3141, 5.4644], [11.9813, -16.6556, 5.4021]], "lowdin_charge": [1.35, -0.66, 0.11, 0.15, 0.14, 0.68, -0.44, -0.33, -0.22, 0.58, -0.35, -0.32, -0.64, 0.11, 0.09, 0.12, -0.64, 0.10, 0.15, 0.09, 0.65, -0.31, -0.27, -0.37, 0.59, -0.32, -0.28, -0.64, 0.11, 0.12, 0.08, -0.52, -0.15, -0.58, -0.18, -0.10, -0.03, -0.59, -0.19, -0.02, -0.10, -0.04, -0.31, -0.11, 0.07, -0.52, 0.15, 0.09, 0.08, 0.09, 0.09, 0.16, 0.12, 0.14, -0.04, -0.30, -0.10, 0.10, -0.49, 0.09, 0.08, 0.07, 0.09, 0.07, 0.15, 0.13, 0.14], "homo_lumo_gap_ev": 2.87, "e_above_lowest_ev": 2.425, "charge": -3}

***

{"formula": "C12H13ClInO", "method": "the ωB97M-V functional and the def2-TZVPD basis", "species": ["C", "C", "C", "H", "C", "C", "H", "H", "H", "H", "In", "Cl", "C", "C", "C", "H", "C", "C", "H", "H", "H", "H", "C", "C", "O", "H", "H", "H"], "coordinates": [[-2.2833, -0.9464, -0.0723], [-1.6571, -1.1320, -1.3629], [-1.4354, 0.1703, -1.9268], [-1.3992, -2.1110, -1.8176], [-1.8676, 1.1544, -0.9944], [-2.3846, 0.4646, 0.1748], [-2.8322, 0.9386, 1.0663], [-2.5859, -1.7472, 0.6305], [-0.9864, 0.3720, -2.9233], [-1.8196, 2.2571, -1.1080], [-0.0488, -0.1316, 0.2528], [0.1616, -2.0110, 1.5411], [2.3643, 0.1200, 0.2908], [1.9702, 1.3711, -0.3282], [1.5257, 1.0863, -1.6466], [2.0382, 2.3610, 0.1541], [1.6150, -0.3349, -1.8624], [2.1460, -0.9319, -0.6822], [2.3209, -2.0116, -0.5042], [2.7558, -0.0052, 1.3224], [1.1171, 1.8348, -2.3596], [1.2911, -0.8876, -2.7710], [-0.1388, 0.6470, 3.3155], [-0.0806, 1.3367, 2.0681], [-0.0823, 2.4746, 1.6784], [0.7776, -0.0027, 3.4358], [-1.0461, -0.0287, 3.3472], [-0.1893, 1.4412, 4.0802]], "lowdin_charge": [-0.26, -0.20, -0.20, 0.11, -0.18, -0.22, 0.11, 0.09, 0.11, 0.11, 0.45, 0.13, -0.24, -0.21, -0.20, 0.10, -0.21, -0.25, 0.09, 0.10, 0.10, 0.10, -0.15, -0.51, -0.02, 0.08, 0.09, 0.07], "homo_lumo_gap_ev": 5.94, "charge": -1}

***

{"formula": "C12H13ClN11Pd", "method": "the ωB97M-V functional and the def2-TZVPD basis", "species": ["Pd", "N", "C", "N", "N", "N", "N", "C", "N", "N", "N", "N", "H", "C", "N", "C", "C", "N", "H", "H", "H", "H", "H", "H", "Cl", "C", "C", "C", "C", "C", "C", "C", "H", "H", "H", "H", "H", "H"], "coordinates": [[-0.4941, 0.1581, 0.0940], [1.1446, -1.6700, 2.7130], [-0.2345, -1.6709, 2.7029], [-0.9602, -2.3119, 3.6041], [-2.2334, -2.0613, 3.2323], [-2.2624, -1.3155, 2.1820], [-0.9852, -1.0454, 1.8089], [1.9630, -1.0114, 1.8217], [3.2836, -1.0033, 1.9434], [3.7026, -0.2583, 0.9024], [2.6945, 0.1491, 0.2069], [1.5557, -0.3180, 0.7683], [1.5969, -2.1643, 3.4607], [2.1243, 2.6510, -4.0874], [2.2613, 2.0022, -2.7941], [3.5917, 1.8762, -2.2116], [1.1784, 1.7560, -2.0879], [0.2067, 1.5548, -1.4981], [2.4934, 3.6798, -4.0426], [1.0787, 2.6635, -4.3841], [2.6994, 2.1050, -4.8375], [4.0456, 2.8646, -2.0961], [4.2148, 1.2722, -2.8731], [3.5093, 1.3811, -1.2443], [-5.0591, 2.6751, -5.4425], [-4.3267, 1.9003, -4.0626], [-4.0882, 0.5313, -4.0932], [-3.5271, -0.0825, -2.9930], [-3.2006, 0.6456, -1.8282], [-2.6581, 0.0123, -0.6856], [-3.4242, 2.0399, -1.8540], [-3.9870, 2.6603, -2.9505], [-4.3453, -0.0389, -4.9758], [-3.3298, -1.1473, -3.0149], [-2.6890, -1.0680, -0.6217], [-2.7015, 0.5575, 0.2652], [-3.1399, 2.6273, -0.9896], [-4.1634, 3.7275, -2.9548]], "lowdin_charge": [0.63, 0.13, -0.51, 0.00, -0.13, -0.11, -0.10, -0.50, 0.01, -0.12, -0.12, -0.07, 0.13, -0.05, -0.20, -0.05, -0.27, 0.10, 0.09, 0.09, 0.08, 0.08, 0.09, 0.04, 0.62, -0.68, -0.12, -0.04, -0.31, -0.08, -0.04, -0.12, 0.10, 0.11, 0.05, 0.05, 0.11, 0.10], "homo_lumo_gap_ev": [6.26, 5.65], "spin_multiplicity": 3, "e_above_lowest_ev": 0.043, "charge": -1}

***

{"formula": "C12H13F3NO5S", "method": "the ωB97M-V functional and the def2-TZVPD basis", "species": ["C", "C", "C", "C", "C", "C", "O", "C", "O", "O", "H", "H", "H", "H", "H", "H", "H", "H", "H", "F", "C", "F", "F", "S", "N", "C", "O", "C", "C", "C", "O", "H", "H", "H", "H"], "coordinates": [[-1.7705, 1.5725, -0.2876], [-0.3374, 1.8437, -0.3114], [0.5489, 1.8453, -1.3706], [1.8341, 2.6099, -1.4966], [2.0780, 3.1461, -2.9067], [2.0331, 2.0065, -3.8898], [0.8351, 1.1865, -3.7458], [0.0260, 1.2787, -2.6660], [-1.1255, 0.8667, -2.7988], [0.1805, 1.9653, 0.9531], [-2.1199, 1.4183, -1.3115], [-1.9763, 0.6599, 0.2902], [-2.3234, 2.4104, 0.1649], [1.8846, 3.4566, -0.8002], [2.6928, 1.9393, -1.2993], [1.3568, 3.9321, -3.1588], [3.0676, 3.6076, -2.9364], [2.0276, 2.3606, -4.9291], [2.8807, 1.3313, -3.7371], [2.3454, 1.7933, 3.5050], [1.8877, 0.8244, 2.6589], [2.7576, -0.2265, 2.6994], [0.6826, 0.3972, 3.1081], [1.7822, 1.4051, 0.9462], [-1.0787, -2.6670, 1.5830], [-2.4124, -2.6481, 1.9185], [-3.1663, -1.6750, 1.9079], [-2.8919, -4.0486, 2.3478], [-1.6514, -4.9094, 2.2506], [-0.5453, -3.9157, 1.8263], [0.6336, -4.2581, 1.7577], [-3.2880, -4.0369, 3.3678], [-3.6727, -4.4051, 1.6702], [-1.4074, -5.3848, 3.2063], [-1.7679, -5.6822, 1.4838]], "lowdin_charge": [0.01, -0.32, -0.14, -0.25, -0.17, -0.15, 0.02, -0.40, 0.06, -0.30, 0.07, 0.11, 0.11, 0.11, 0.09, 0.13, 0.12, 0.12, 0.13, 0.06, -0.79, 0.08, 0.10, 1.17, 0.12, -0.55, -0.05, -0.14, -0.14, -0.55, -0.04, 0.10, 0.10, 0.10, 0.10], "homo_lumo_gap_ev": 6.77, "e_above_lowest_ev": 0.000, "charge": -1}

***

{"formula": "C12H13FO2", "method": "the ωB97M-V functional and the def2-TZVPD basis", "species": ["C", "C", "C", "C", "C", "C", "C", "C", "C", "C", "C", "C", "O", "O", "F", "H", "H", "H", "H", "H", "H", "H", "H", "H", "H", "H", "H", "H"], "coordinates": [[3.1180, -2.8992, 0.6867], [3.0407, -1.6655, 1.4191], [2.0547, -3.2656, -0.1670], [1.8592, -0.9416, 1.3926], [0.9611, -2.4061, -0.2468], [0.8369, -1.2251, 0.5080], [-2.8606, 2.1585, -2.5928], [-1.9069, 1.7677, -1.7542], [-0.7932, 1.9163, 0.4232], [-0.1705, 3.2487, 0.8036], [-1.6795, -0.9021, 0.1055], [-0.3284, -0.3572, 0.3290], [-1.9325, 1.9858, -0.3889], [-0.0862, 0.8588, 0.6000], [-0.8051, 1.2530, -2.2146], [3.8938, -3.6372, 0.8997], [3.8224, -1.3451, 2.0391], [2.0519, -4.2753, -0.4775], [1.6930, -0.1896, 2.0976], [0.2247, -2.6274, -0.9627], [-2.6825, 2.1140, -3.6254], [-3.8426, 2.6192, -2.2635], [-0.9773, 3.8537, 1.4189], [0.1109, 3.8659, -0.0898], [0.6097, 3.1205, 1.6225], [-1.9977, -0.7232, -0.8259], [-2.4213, -0.3547, 0.7614], [-1.7925, -1.9473, 0.5023]], "lowdin_charge": [-0.07, -0.06, -0.08, -0.04, -0.04, -0.16, 0.09, -0.44, -0.35, -0.01, 0.00, -0.29, 0.05, 0.11, 0.15, 0.09, 0.08, 0.09, 0.10, 0.09, 0.04, 0.10, 0.11, 0.09, 0.10, 0.03, 0.12, 0.12], "homo_lumo_gap_ev": [6.84, 6.84], "charge": 0}